[1]
Formula: CH4N2O
Source: the Open Molecules 2025 dataset
Level of theory: ωB97M-V/def2-TZVPD

* charge: 0
* energy above the lowest of the compared OMol25 structures with the same formula, charge and spin: 619.8 kJ/mol
* 2S+1: 1
* E_HOMO (spin up / spin down): -8.569 / -7.845 eV
* orbital gap (spin up / spin down): 9.205 / 8.256 eV
* LUMO (spin up / spin down): 0.023 / 0.015 Eh

Each atom is followed by the atoms it is bonded to, with distances in Å.
Cartesian coordinates (Å):
1 C -0.08 -0.49 -1.60  O4 1.340, H5 1.157, H6 1.076
2 N -0.30 0.84 0.41  N3 1.345, O4 1.374
3 N -0.11 0.56 1.72  N2 1.345, H7 1.029, H8 1.002
4 O 0.21 -0.19 -0.33  C1 1.340, N2 1.374
5 H -0.67 0.22 -2.30  C1 1.157
6 H 0.44 -1.41 -1.78  C1 1.076
7 H 0.77 0.91 2.13  N3 1.029
8 H -0.26 -0.43 1.76  N3 1.002

[2]
Formula: CH4N2O
Source: the Open Molecules 2025 dataset
Level of theory: ωB97M-V/def2-TZVPD

* charge: 0
* energy above the lowest of the compared OMol25 structures with the same formula, charge and spin: 539.8 kJ/mol
* 2S+1: 1
* E_HOMO: -9.624 eV
* orbital gap: 10.208 eV
* LUMO: 0.021 Eh

Each atom is followed by the atoms it is bonded to, with distances in Å.
Cartesian coordinates (Å):
1 C -0.07 0.25 -0.02  N2 1.377, N3 1.392, O4 1.337
2 N 0.12 -0.65 -1.04  C1 1.377, N3 1.420, H6 1.098
3 N 0.98 -0.65 0.09  C1 1.392, N2 1.420, H7 1.018
4 O -1.13 0.12 0.79  C1 1.337, H8 0.924
5 H -0.06 1.89 -0.25  no bonds
6 H -0.54 -1.52 -0.96  N2 1.098
7 H 1.90 -0.23 -0.04  N3 1.018
8 H -1.19 0.79 1.42  O4 0.924